{
  "formula": "C24H72N12O12",
  "method": "wB97M-V/def2-TZVPD",
  "energy_ev": -68511.1233,
  "largest_force_ev_per_a": 4.7,
  "smiles": "NC(N)=O.NC(N)=O.NC(N)=O.NC(N)=O.NC(N)=O.NC(N)=O.CC(C)O.CC(C)O.CC(C)O.CC(C)O.CC(C)O.CC(C)O",
  "spin_multiplicity": 1,
  "homo_lumo_gap_ha": 0.3548,
  "elements": ["N", "C", "O", "O", "H", "O", "H", "H", "H", "H", "O", "H", "H", "N", "C", "H", "H", "H", "C", "N", "H", "H", "H", "C", "N", "H", "H", "H", "H", "O", "H", "H", "H", "H", "C", "H", "O", "C", "H", "H", "H", "C", "H", "H", "C", "H", "C", "C", "H", "N", "C", "C", "O", "H", "H", "H", "O", "H", "O", "O", "H", "H", "N", "H", "H", "H", "H", "C", "H", "H", "H", "C", "C", "H", "H", "H", "O", "H", "H", "N", "H", "C", "H", "H", "H", "N", "C", "H", "H", "H", "H", "C", "O", "N", "N", "N", "H", "H", "C", "H", "H", "H", "C", "C", "C", "C", "H", "H", "H", "H", "H", "H", "H", "H", "H", "N", "C", "H", "H", "H"],
  "coordinates": [[-2.723, 2.238, -5.015], [-1.277, -4.992, -0.556], [2.048, -3.534, 5.196], [1.104, -2.646, -4.297], [1.232, -3.214, -5.063], [-4.502, 1.362, -3.881], [0.625, -5.831, 1.403], [-1.696, -2.068, 5.758], [2.648, 2.072, 1.148], [-4.621, -2.446, -2.282], [1.076, -4.901, -0.995], [2.123, 0.434, 2.826], [-1.623, -4.682, -1.546], [0.897, -2.071, 3.875], [0.288, -4.848, -3.646], [0.063, 1.538, -0.214], [2.242, 3.005, 2.605], [-0.069, -6.499, -1.503], [3.128, 1.304, 4.476], [-3.996, 3.775, 2.133], [-2.101, 3.039, -2.585], [3.206, 0.413, 5.101], [-0.233, -0.858, 2.570], [3.028, 1.025, 2.989], [-4.736, -1.484, -2.017], [-0.689, 0.762, 2.082], [0.440, -3.108, -2.402], [-3.797, 4.527, 2.764], [-1.271, -4.142, 0.122], [-2.850, -1.902, -0.859], [0.337, 7.253, 0.115], [-3.121, 0.597, -0.169], [-2.112, -5.620, -0.209], [0.847, -1.647, 2.963], [-2.448, -1.041, 4.239], [-1.321, -1.829, -3.253], [5.728, 2.334, -0.912], [0.165, -3.342, -3.430], [0.535, -5.129, -4.674], [3.803, 2.909, -2.580], [0.020, 6.119, 2.468], [-0.653, -0.274, 1.745], [1.868, 2.626, -3.350], [3.180, -1.783, 2.809], [1.242, 1.542, -4.923], [-4.574, 0.763, -1.120], [-0.009, 0.510, -0.596], [0.196, -0.532, 0.498], [3.114, 1.255, -2.664], [-2.977, 2.574, -2.741], [2.028, -2.758, 4.255], [4.904, 0.035, -1.011], [-0.153, -1.817, -0.012], [-0.626, -5.357, -3.340], [-2.175, 5.906, 0.336], [0.012, -2.097, 4.348], [-3.844, 1.523, 1.888], [-0.503, -7.142, 0.991], [4.159, 0.277, 2.527], [1.143, 2.506, -5.664], [1.133, -7.230, 0.430], [0.827, 4.054, 1.023], [-3.795, 0.215, -0.809], [4.569, 0.153, 0.020], [1.095, -5.245, -3.026], [-5.232, -0.815, -2.578], [-2.622, -3.104, 4.696], [2.950, 2.298, 2.166], [5.496, 1.259, -2.691], [2.225, 1.803, 4.835], [1.259, -0.506, 0.741], [3.658, 1.971, -2.043], [-3.485, 2.047, -3.885], [4.973, 0.694, 2.822], [-0.990, 0.450, -1.079], [1.289, -4.379, -0.215], [-1.914, -0.004, 4.612], [0.734, 0.412, -1.387], [-0.737, 4.064, 0.380], [3.072, -2.606, 3.372], [-0.468, 3.906, 2.194], [0.008, -5.792, -0.679], [-3.096, 1.958, -5.900], [-1.122, -1.839, -0.095], [-2.197, 6.311, 2.091], [0.839, 0.288, -5.251], [-1.649, 6.405, 1.144], [-1.966, -3.426, -3.179], [4.014, 1.923, 4.659], [-3.437, 2.348, -1.882], [6.649, 2.366, -1.182], [-0.184, 4.395, 1.261], [0.674, 6.412, 0.440], [-2.701, 2.480, 3.595], [-3.310, -1.075, 3.195], [1.773, 1.671, -3.643], [-1.766, 2.526, -4.938], [3.847, -3.220, 3.546], [-1.243, -2.811, -3.723], [4.128, -0.549, -1.513], [3.936, 2.763, 2.212], [-1.718, 7.489, 0.981], [-3.729, -1.097, -1.162], [-3.498, 2.545, 2.498], [5.025, 1.378, -1.708], [0.316, -6.524, 0.622], [-1.682, -0.613, 1.621], [-4.717, 3.789, 1.439], [0.215, 0.100, -6.014], [-1.447, -2.846, -4.791], [2.313, 0.969, -3.174], [5.861, -0.484, -1.058], [3.041, 2.189, -1.168], [-3.795, -1.910, 2.918], [0.840, -0.470, -4.583], [-2.202, -2.219, 4.902], [-0.241, 5.920, 1.424], [-2.619, 1.551, 4.029], [-2.398, 3.279, 4.121], [-3.528, -0.249, 2.639]],
  "atomic_forces_ev_per_a": [[-0.36, 0.28, 0.72], [-1.36, -0.70, -0.58], [0.19, 0.29, 0.07], [-0.06, -0.01, 0.48], [0.07, 0.12, -0.06], [-0.18, 0.51, 0.05], [-0.06, 0.09, 0.09], [-0.09, -0.38, 0.13], [0.19, 0.11, -0.18], [-0.28, 0.09, -0.48], [0.42, -0.40, 0.10], [0.25, -0.28, -0.19], [0.24, 0.40, 0.24], [0.55, 0.47, -0.23], [0.48, -0.17, 0.21], [0.17, -0.14, 0.12], [-0.07, -0.06, -0.09], [0.06, -0.01, -0.01], [-0.02, 0.06, 0.27], [1.15, -0.75, 0.50], [0.15, 0.03, -0.73], [0.15, -0.22, -0.33], [-0.94, 0.72, -0.49], [0.13, 0.23, 0.24], [0.39, -0.24, 0.90], [0.16, 0.13, -0.12], [0.01, 0.06, -0.13], [-0.44, 0.40, -0.29], [0.52, 0.09, -0.07], [-0.05, 0.38, 0.80], [0.14, 0.07, 0.06], [-0.18, 0.02, 0.24], [0.28, -0.16, 0.08], [0.64, -0.51, 0.30], [-0.94, -0.34, -0.24], [-0.17, 0.26, -0.56], [0.17, -0.03, -0.04], [-0.24, -0.12, -0.86], [-0.36, 0.21, -0.18], [-0.09, -0.14, -0.16], [0.44, 0.63, -0.21], [0.47, -0.07, 0.21], [0.44, -0.12, -0.04], [0.27, 0.10, -0.01], [-0.09, -0.05, 0.38], [-0.07, 0.02, 0.16], [-0.10, 0.66, -0.13], [-1.21, 0.37, -0.44], [3.78, 1.22, 2.54], [0.06, 0.56, 0.93], [-0.83, -0.61, -0.54], [-0.13, 0.17, -0.21], [0.81, -0.11, 0.31], [0.01, -0.01, -0.22], [0.15, -0.20, -0.02], [0.27, -0.38, 0.39], [0.29, 0.33, -0.02], [-0.21, 0.24, -0.08], [-0.50, -0.71, -0.11], [-0.45, 0.20, -0.03], [0.10, 0.23, 0.21], [0.17, 0.35, 0.34], [0.41, -0.58, 0.15], [0.21, 0.11, 0.07], [-0.12, 0.13, -0.30], [0.04, -0.06, -0.23], [-0.07, -0.01, -0.02], [-0.17, 0.11, 0.65], [0.36, -0.09, 0.17], [0.16, 0.27, -0.12], [0.10, -0.41, 0.12], [1.38, -0.34, 1.10], [0.62, -1.07, -0.61], [-0.06, 0.15, 0.07], [-0.01, -0.29, 0.14], [-0.17, 0.09, 0.08], [0.26, 0.29, 0.25], [-0.01, -0.12, 0.00], [-0.50, 0.00, 0.30], [-0.35, -0.33, 0.46], [-0.38, -0.26, -0.28], [-0.31, 0.82, 1.35], [0.02, -0.19, -0.01], [-0.04, 0.03, -0.28], [-0.29, -0.36, -0.30], [-0.04, -0.82, 0.30], [-0.40, 0.91, 1.20], [-0.07, 0.04, -0.22], [-0.17, 0.12, 0.15], [-0.20, -0.22, -0.14], [0.03, -0.08, 0.03], [0.57, -0.03, 0.03], [-0.06, 0.32, 0.45], [-0.23, -0.28, -0.29], [-0.47, -0.42, -0.17], [-2.82, 0.02, -2.48], [0.12, 0.15, -0.23], [0.22, 0.26, -0.02], [0.48, -0.42, 1.00], [0.23, -0.24, -0.10], [-0.02, 0.13, -0.36], [0.35, -0.07, -0.21], [-0.36, 0.21, -1.35], [-0.86, -0.21, 0.20], [-0.83, 0.51, -0.02], [0.51, -0.83, -0.45], [0.23, 0.06, -0.34], [-0.08, 0.23, 0.02], [0.24, 0.54, -0.35], [-0.12, 0.25, -0.04], [-2.71, -0.71, -1.71], [-0.10, -0.21, 0.20], [0.14, -0.12, 0.20], [0.16, -0.13, 0.17], [0.18, 0.06, 0.14], [0.34, 0.65, -0.09], [-0.22, -1.35, -1.39], [0.55, 0.28, -0.18], [-0.18, 0.12, -0.04], [0.25, 0.20, 0.38]],
  "lowdin_charge": [0.17, -0.05, 0.02, -0.08, 0.07, 0.00, 0.08, 0.11, 0.06, 0.10, -0.09, 0.11, 0.05, 0.16, -0.06, 0.07, 0.07, 0.13, -0.05, 0.16, 0.10, 0.08, 0.03, -0.49, 0.16, 0.09, 0.11, 0.08, 0.07, 0.00, 0.08, 0.07, 0.09, 0.04, -0.67, 0.07, -0.05, -0.44, 0.08, 0.10, 0.13, -0.04, 0.10, 0.06, -0.65, 0.09, -0.04, -0.45, 0.01, 0.16, -0.66, -0.04, -0.07, 0.07, 0.08, 0.06, -0.03, 0.08, -0.07, 0.02, 0.08, 0.06, 0.17, 0.06, 0.07, 0.08, 0.11, -0.04, 0.14, 0.08, 0.12, -0.06, -0.66, 0.10, 0.06, 0.09, 0.00, 0.06, 0.07, 0.16, 0.07, -0.48, 0.10, 0.03, 0.07, 0.17, -0.07, 0.06, 0.09, 0.07, 0.09, -0.06, -0.04, 0.17, 0.18, 0.11, 0.08, 0.10, -0.05, 0.08, 0.09, 0.08, -0.63, -0.63, -0.47, -0.05, 0.06, 0.10, 0.10, 0.08, 0.03, 0.08, 0.09, 0.11, 0.06, 0.16, -0.47, 0.06, 0.10, 0.06]
}

***

{
  "formula": "C29H59AlO22",
  "method": "wB97M-V/def2-TZVPD",
  "energy_ev": -82645.7477,
  "largest_force_ev_per_a": 4.3,
  "charge": 2,
  "spin_multiplicity": 1,
  "homo_lumo_gap_ha": 0.0749,
  "elements": ["C", "C", "H", "H", "O", "O", "H", "H", "C", "H", "C", "H", "H", "H", "H", "H", "O", "H", "O", "H", "H", "H", "O", "H", "O", "H", "C", "O", "H", "H", "O", "H", "H", "C", "H", "H", "O", "O", "O", "C", "O", "C", "C", "H", "H", "H", "O", "C", "C", "C", "H", "H", "H", "H", "C", "Al", "H", "H", "H", "H", "H", "C", "H", "H", "H", "O", "O", "C", "H", "H", "H", "H", "H", "C", "C", "H", "C", "H", "H", "C", "H", "H", "O", "O", "C", "H", "O", "H", "C", "H", "H", "H", "C", "C", "H", "C", "H", "O", "H", "C", "C", "O", "O", "C", "H", "H", "O", "C", "C", "H", "H"],
  "coordinates": [[4.053, 1.955, -0.451], [-3.053, -3.665, -3.699], [3.085, -0.021, -0.035], [0.899, 2.171, -3.901], [1.284, -3.017, -2.664], [1.265, -2.644, 6.101], [1.228, -0.322, -7.432], [6.856, 1.733, -4.119], [-3.712, -1.201, -0.274], [3.303, -1.779, 2.396], [1.452, -2.493, 4.779], [3.366, 2.151, -1.274], [-1.696, 3.178, 0.722], [1.730, -1.899, 7.976], [-1.777, -5.321, -4.054], [-5.583, 4.604, -0.786], [2.707, 1.373, -3.364], [-5.544, 3.186, 1.277], [-0.037, -4.029, -1.145], [-7.101, 4.683, 0.026], [-3.674, -1.378, 0.801], [-2.919, -3.477, -4.764], [-5.061, 2.063, -0.175], [-2.482, 4.443, -1.148], [-3.095, 1.222, 6.266], [2.265, -4.224, 7.885], [-1.977, 1.414, 8.336], [-3.978, 0.194, -0.541], [0.065, -1.160, -6.355], [3.466, -3.289, 8.636], [-5.232, 0.424, 1.367], [-0.761, -0.596, -1.242], [-3.214, 0.078, 2.489], [2.316, -2.756, -1.848], [4.105, 2.906, 0.077], [3.786, 0.808, 1.313], [-1.979, 0.738, -3.117], [5.291, 1.347, -0.877], [6.978, 1.282, -2.169], [-1.675, 3.718, -1.264], [2.059, -0.328, -4.682], [3.016, -3.467, 7.659], [-1.798, 1.046, 6.887], [-4.444, -1.890, -0.693], [3.061, -2.177, -2.392], [-1.486, 0.008, 7.015], [-0.658, -3.716, -3.345], [2.247, -2.305, 7.107], [-6.451, 3.999, -0.520], [2.706, -1.301, 3.173], [-3.991, -4.189, -3.516], [-1.020, 1.438, 8.857], [-2.775, -1.563, -0.697], [-2.564, 2.300, 8.582], [3.204, 0.970, 0.404], [-0.501, -3.852, 1.749], [-0.237, 2.551, 0.083], [2.200, 1.259, 0.714], [-1.650, 0.483, -5.254], [3.865, -3.740, 7.032], [0.779, 0.734, -2.887], [-0.130, -0.269, -0.414], [2.977, -1.561, 6.787], [-3.142, -2.661, -3.284], [1.106, -1.975, -7.494], [-2.261, 0.488, 4.307], [0.537, -2.653, 4.008], [-4.794, 0.844, 0.295], [-0.987, 1.626, 6.446], [0.809, 0.131, -0.812], [-2.161, 1.363, 2.432], [-2.600, 0.687, 8.860], [-0.654, 0.595, 0.016], [-1.531, -0.025, -4.298], [2.170, -1.336, -5.671], [-0.482, -0.250, -4.106], [1.358, 1.642, -3.064], [3.190, -0.326, 3.241], [8.336, 0.941, -3.792], [7.646, 1.669, -3.370], [1.988, -2.320, -5.240], [-7.005, 2.324, 0.612], [2.630, -1.917, 4.474], [-2.187, 2.563, -1.838], [0.167, -3.592, -2.262], [-1.104, 4.268, -2.015], [0.177, -1.180, 0.594], [2.737, -3.614, -1.319], [-2.252, 0.382, 2.903], [-2.091, -0.948, -4.441], [2.087, -2.204, -0.930], [8.136, 2.641, -3.319], [-1.500, 1.991, -2.928], [1.077, -1.168, -6.761], [-0.538, 4.361, 0.268], [3.128, 0.360, -4.211], [1.737, -1.006, 2.770], [-4.302, 1.521, 4.290], [3.089, -1.383, -6.254], [-3.301, 1.057, 4.873], [-0.929, 3.386, -0.027], [-0.785, 2.571, -3.697], [4.308, 0.097, -4.460], [5.987, 2.024, -1.709], [1.361, 2.388, -2.270], [-1.804, -5.097, -2.342], [5.744, 3.180, -2.068], [-6.077, 2.850, 0.386], [-1.883, -4.557, -3.285], [-6.988, 3.747, -1.434], [-1.505, -0.315, 2.526]],
  "atomic_forces_ev_per_a": [[-2.59, -0.36, 0.09], [0.06, -0.31, 0.02], [0.26, -0.01, -0.43], [0.02, -0.31, -0.33], [-2.24, 0.08, -2.10], [0.32, -0.48, -1.22], [0.02, 0.48, 0.53], [0.05, 0.29, -0.16], [-0.28, -0.26, 0.74], [-0.16, -0.95, 0.46], [0.48, 1.80, 2.20], [0.91, 0.23, -0.68], [0.00, -0.11, 0.25], [-0.67, 0.24, -0.55], [0.30, 0.13, -0.06], [0.11, -0.10, -0.12], [1.44, -1.09, -0.51], [-1.05, 0.51, 0.50], [-0.08, 0.53, 0.24], [-0.07, -0.15, 0.18], [-0.14, 0.08, 0.03], [-0.29, -0.23, -0.11], [1.31, -2.15, -2.22], [-0.35, -0.47, 0.79], [-0.39, -0.44, -2.82], [0.46, -0.66, -0.43], [-0.92, 0.27, 1.23], [0.58, -0.74, -0.48], [0.04, 0.14, 0.06], [-0.15, 0.69, -0.01], [0.93, 0.14, -1.92], [-0.10, -0.58, 0.17], [-0.21, -0.36, 0.52], [2.36, 0.48, 2.88], [0.92, -0.14, 0.03], [-0.22, -0.19, 0.26], [0.04, 0.14, 0.14], [-2.41, -1.06, 2.40], [0.62, -0.78, 0.63], [0.90, 1.11, -1.83], [0.38, 1.29, 0.84], [-0.13, -0.76, 0.07], [-0.14, -0.19, 1.02], [-0.49, 0.50, -0.03], [0.04, -0.33, -0.05], [-0.15, -0.28, -1.17], [1.14, 0.21, 1.15], [1.20, 0.92, 1.13], [0.40, 0.68, -0.08], [0.03, 1.43, -0.52], [-0.03, 0.01, -0.23], [0.03, 0.12, -0.11], [0.26, 0.86, -0.26], [0.51, 0.57, -0.63], [1.73, -0.58, 0.54], [0.27, 0.23, 0.24], [0.41, 0.30, -0.93], [0.15, 0.82, -0.23], [0.12, 0.66, 0.36], [-0.41, -0.61, -0.24], [0.01, -0.08, 0.13], [-0.25, -3.25, 1.28], [-0.49, 0.20, -0.50], [0.34, -0.23, 0.70], [0.22, -0.49, 0.44], [1.02, -0.85, -0.26], [-0.45, -0.96, -1.08], [-1.66, 0.40, 2.14], [-0.35, 0.09, -0.47], [0.80, 0.90, 0.15], [0.62, 0.20, 0.18], [0.23, -0.54, -0.22], [0.08, 0.98, 0.58], [0.62, 0.50, 0.20], [-0.89, -1.21, -2.38], [-0.06, -0.19, -0.46], [1.47, -0.16, -0.37], [0.28, -0.12, 0.85], [0.00, -0.42, 1.08], [-0.86, 0.94, -1.49], [0.26, 0.18, 0.51], [0.43, -0.57, 0.27], [-0.30, -0.35, -0.88], [0.57, -3.07, -2.42], [-1.28, -1.47, -1.38], [0.66, -0.33, -0.01], [-0.74, 2.07, -2.49], [0.27, -0.60, -0.88], [-1.31, 0.42, -1.24], [-0.24, 0.15, 0.91], [-0.77, 0.76, -0.07], [-0.05, -0.08, 0.41], [-2.86, 0.20, 0.09], [0.09, 0.19, -0.02], [0.72, -0.34, 0.45], [1.37, -1.15, -0.78], [-0.23, -0.66, 0.19], [3.19, -1.79, 1.90], [0.49, 0.48, 0.82], [-2.44, 2.72, 1.49], [-1.18, 1.35, 1.84], [-0.85, 0.63, 0.43], [-3.33, 1.29, 1.10], [1.26, 2.90, -2.92], [0.04, -0.26, 0.27], [-0.84, 0.43, 0.24], [0.21, -1.54, 0.53], [-0.43, 1.10, 1.13], [0.92, 0.68, 0.10], [0.14, -0.40, 0.07], [0.43, 0.06, 0.62]],
  "lowdin_charge": [-0.16, -0.05, 0.06, 0.12, 0.03, 0.07, 0.09, 0.09, -0.02, 0.10, -0.55, 0.09, 0.08, 0.13, 0.13, 0.07, 0.02, 0.14, -0.02, 0.09, 0.08, 0.08, 0.03, 0.14, 0.02, 0.09, -0.08, 0.01, 0.06, 0.09, 0.12, 0.09, 0.07, -0.07, 0.14, 0.07, -0.01, 0.10, 0.03, -0.25, 0.00, -0.06, -0.23, 0.11, 0.12, 0.12, 0.01, -0.21, -0.05, -0.03, 0.09, 0.09, 0.07, 0.09, -0.05, 1.12, 0.06, 0.07, 0.11, 0.08, 0.08, -0.10, 0.12, 0.05, 0.09, 0.02, -0.06, -0.55, 0.12, 0.10, 0.10, 0.08, 0.13, 0.02, -0.19, 0.07, -0.03, 0.09, 0.10, -0.01, 0.12, 0.14, 0.02, 0.04, -0.54, 0.13, -0.06, 0.12, -0.03, 0.08, 0.07, 0.10, -0.50, -0.04, 0.10, -0.45, 0.07, 0.14, 0.13, -0.47, -0.04, 0.11, 0.15, -0.62, 0.12, 0.12, 0.16, -0.22, -0.14, 0.09, 0.07]
}